# 1
{"formula": "C56H70F6O15", "method": "wB97M-V/def2-TZVPD", "e_above_lowest_ev": 4.398, "smiles": "CCOC(=O)OC.CCOC(=O)OC.CCOC(=O)OC.CCOC(=O)OC.CCOC(=O)OC.Fc1ccccc1.Fc1ccccc1.Fc1ccccc1.Fc1ccccc1.Fc1ccccc1.Fc1ccccc1", "species": ["H", "O", "H", "C", "H", "C", "O", "O", "F", "H", "O", "C", "H", "C", "H", "C", "C", "C", "O", "H", "H", "C", "H", "H", "H", "H", "C", "H", "O", "H", "O", "H", "H", "C", "C", "C", "C", "F", "H", "H", "O", "H", "C", "F", "O", "H", "C", "H", "C", "H", "C", "C", "C", "C", "O", "C", "H", "H", "H", "C", "C", "C", "H", "C", "H", "H", "F", "C", "C", "C", "H", "H", "C", "H", "H", "C", "H", "F", "H", "C", "C", "C", "H", "H", "C", "H", "C", "H", "O", "C", "C", "H", "H", "H", "H", "H", "H", "C", "O", "H", "H", "H", "O", "O", "C", "C", "H", "C", "C", "H", "H", "C", "C", "H", "H", "H", "H", "C", "C", "C", "C", "C", "H", "H", "H", "H", "H", "C", "H", "H", "C", "H", "H", "H", "H", "H", "C", "C", "H", "C", "F", "O", "H", "H", "C", "H", "C"], "positions_angstrom": [[2.336, 5.124, 0.897], [2.406, -1.213, -2.081], [4.721, -3.624, 3.780], [0.445, 4.486, -0.619], [3.870, -1.547, -3.277], [-3.829, 4.442, 3.069], [-4.482, 0.719, 0.452], [-1.217, -3.993, 0.134], [-2.278, 2.402, 4.910], [-2.962, -3.513, 1.026], [-0.980, -4.155, -2.039], [-3.186, 5.672, 3.129], [1.137, -5.114, 0.714], [-1.545, -4.187, -3.405], [2.218, 2.554, 2.320], [-3.597, 0.067, 1.069], [2.740, -5.248, -3.683], [4.245, -4.458, 1.897], [0.411, 5.655, 0.109], [3.614, -5.248, 0.071], [0.004, 2.794, 5.995], [-4.119, 3.857, 1.850], [-4.778, 2.983, 1.713], [2.372, -2.164, -4.023], [-1.587, 1.026, -4.757], [2.131, 1.819, -6.784], [2.448, -3.927, 3.511], [5.061, 3.119, 0.486], [-2.339, -0.052, 0.674], [0.076, 6.636, 2.373], [1.345, 3.657, -0.562], [-0.319, -2.761, -6.407], [0.046, 2.330, 1.019], [-0.661, 3.520, -2.474], [1.440, -2.939, -7.549], [1.258, 2.570, 2.822], [2.089, -4.310, -5.748], [5.576, -4.403, 1.517], [0.044, -4.188, 6.179], [-2.395, -4.868, -3.513], [2.335, -3.197, -6.438], [-4.229, 3.991, 3.940], [1.252, 2.830, 4.221], [5.061, 2.513, 5.019], [-2.966, -4.404, -1.230], [5.540, 3.944, 2.739], [1.439, -4.362, 2.655], [-0.465, 4.097, -3.325], [1.660, -1.400, 0.493], [-5.282, -2.057, 2.862], [-1.578, -0.947, 4.839], [0.332, 2.325, -7.897], [-0.574, -0.872, 5.779], [1.598, 5.966, 0.983], [1.034, -4.993, -5.821], [0.956, -1.156, 1.787], [-2.447, -2.736, -4.785], [3.459, -4.815, -2.985], [-1.584, 3.058, -2.364], [0.229, -2.111, -7.043], [0.364, 1.437, -5.635], [3.864, -3.943, 3.174], [-0.929, 1.033, -0.300], [1.063, 1.864, -6.806], [1.504, -1.370, 2.707], [-2.189, 0.369, -1.387], [-4.043, 3.895, -0.443], [-3.613, 4.407, 0.699], [-2.761, 6.253, 1.923], [5.127, 2.945, 2.669], [2.114, -3.623, 4.484], [0.799, 5.077, 2.848], [-1.105, 2.409, 2.827], [4.189, 0.800, 0.179], [-0.729, -4.581, -3.967], [1.163, -0.851, -1.871], [-5.656, -1.152, 1.378], [-1.967, -4.491, 4.323], [0.321, -4.413, 2.825], [-5.250, -0.991, 2.393], [-1.045, 2.317, -7.852], [4.789, 2.473, 1.376], [0.608, -1.196, -6.555], [0.883, 1.056, -4.776], [-0.444, -3.354, 5.754], [1.722, -2.449, 0.262], [-5.737, 0.198, 3.190], [2.582, -0.413, -3.990], [-0.556, 4.581, -1.401], [0.047, 2.426, 2.144], [-2.019, -2.790, -3.846], [-6.712, 0.031, 3.707], [-1.615, 2.545, -8.759], [-3.003, 6.241, 4.098], [0.669, -2.005, 7.067], [0.218, 2.851, -2.419], [-5.964, 0.990, 2.496], [-1.471, -3.317, 4.799], [3.058, -4.499, -4.879], [0.562, -0.133, 1.802], [4.021, 0.059, 4.311], [2.050, -2.444, -8.327], [0.839, -0.787, -0.568], [0.394, -0.544, -2.708], [-1.985, 0.875, -0.402], [4.296, 0.715, 3.518], [-2.621, 6.070, -0.296], [-1.029, 1.451, -5.577], [2.834, -1.320, -3.485], [-2.798, 1.796, -6.672], [-0.216, 0.066, 6.139], [0.089, 2.714, 4.898], [3.236, -4.923, 1.043], [1.094, -3.939, -7.831], [1.621, 6.721, 3.139], [2.857, -6.334, -3.817], [-2.013, 0.000, 4.587], [-1.102, 2.475, 4.181], [-0.023, -2.084, 6.160], [-1.744, 1.882, -6.692], [4.786, 2.048, 3.731], [-1.819, -4.215, -1.049], [-1.501, -3.636, 2.001], [-5.005, 0.588, 3.846], [-2.004, 2.392, 2.335], [1.716, -5.127, -3.426], [3.730, -0.730, 1.959], [-2.069, -4.048, 1.213], [0.137, -1.910, 1.882], [-2.887, -2.308, 3.671], [4.238, 1.196, 1.199], [-0.313, -1.757, -7.940], [-2.412, 1.873, -0.281], [-2.381, 7.258, 1.917], [2.121, 3.066, 4.745], [-2.795, -2.531, -3.090], [4.147, 0.290, 2.188], [-2.019, -2.156, 4.320], [-2.305, -5.068, 1.573], [1.924, -4.881, 1.406], [0.909, 2.744, -9.021], [-3.850, -0.829, 2.092], [2.674, -1.070, 0.432], [1.993, 6.877, 0.696], [-2.934, 5.623, 0.667], [-1.290, -2.042, -3.559], [1.043, 6.085, 2.432]], "forces_ev_per_angstrom": [[-0.68, 0.90, -0.07], [0.70, -0.72, -0.52], [-0.88, 0.07, 0.25], [3.20, 1.55, 1.98], [0.40, 0.34, -0.89], [-0.29, 0.54, -0.20], [2.65, -1.64, 2.36], [1.01, -0.48, -2.16], [0.89, -0.03, -0.77], [-0.94, 0.61, -0.02], [1.50, 0.25, -1.47], [0.69, 0.87, 0.19], [0.05, -0.48, -0.52], [-0.49, 0.47, 0.04], [-0.20, 0.10, -0.22], [-2.98, -0.37, -1.76], [0.96, -0.37, -0.62], [-1.01, 1.08, 1.83], [1.69, -0.50, 0.66], [-0.59, -0.11, 0.08], [0.19, 0.12, -0.66], [-0.18, -0.81, -0.07], [0.52, 0.39, 0.36], [-0.02, 0.36, 0.54], [0.22, 0.08, 0.34], [0.45, 0.10, -0.29], [1.00, -0.23, 0.00], [-0.62, -0.92, 1.16], [-0.23, 1.10, 0.21], [0.48, -0.43, -0.13], [-1.34, 0.54, -0.17], [-0.82, -0.13, 0.59], [0.10, 0.13, 1.53], [2.93, 1.19, 1.78], [-0.64, -0.04, 0.44], [0.07, 0.55, 0.82], [-3.35, -0.98, 0.03], [-1.74, -0.31, 0.34], [0.00, -1.05, 0.08], [0.32, -0.10, 0.59], [0.43, -0.40, -0.10], [-0.18, -0.32, 0.81], [-0.32, -1.00, -2.46], [-0.61, -0.84, -1.33], [-2.96, -0.50, 0.69], [0.03, -0.26, 0.64], [1.30, -1.03, -1.59], [-0.60, 0.57, -1.60], [-0.28, -0.46, -1.06], [-0.07, 2.09, -0.21], [-0.29, 0.75, -0.21], [-0.48, -0.53, 1.17], [-0.11, -1.52, -0.96], [-1.72, -3.03, 1.45], [2.94, 1.66, 0.09], [-1.30, -0.62, 0.46], [-0.47, 0.08, -2.01], [-0.40, -0.45, 0.28], [-1.59, -0.72, -0.09], [1.92, 0.70, -1.69], [-0.09, 0.47, -1.23], [-0.55, -0.84, -1.65], [0.61, -0.44, -0.08], [-1.00, -0.20, 1.33], [0.59, 0.33, -0.34], [0.00, 0.79, 1.02], [0.11, -0.70, -1.27], [-0.30, 1.56, 0.30], [-0.29, -0.44, -0.66], [-1.49, -2.01, -0.62], [0.34, 0.43, 0.47], [0.40, 0.96, -0.19], [-0.98, -0.07, 1.31], [-0.44, 0.44, 0.17], [0.58, -0.09, -0.57], [0.75, -0.16, 2.39], [-0.80, 0.50, 0.72], [0.08, 0.10, 0.10], [1.76, 0.33, 0.24], [0.51, -2.21, -0.40], [-1.65, -0.45, 0.43], [0.64, 0.92, 0.16], [-0.32, -0.49, 0.13], [0.41, -0.07, 0.13], [-0.68, 2.31, -0.98], [-0.16, -0.58, -0.02], [-2.16, -0.47, -0.69], [0.33, 0.61, -0.35], [-1.99, -2.03, -2.34], [3.02, -0.14, -2.12], [0.33, -0.35, 4.40], [0.88, -0.21, -0.11], [0.32, 0.16, 0.39], [-0.38, -1.03, -1.38], [-0.54, -0.45, -1.56], [-0.73, 0.02, 0.48], [0.04, 0.32, -0.38], [1.00, -0.96, 0.65], [0.17, -0.19, 0.16], [0.00, -0.30, 0.23], [0.14, -0.15, 0.69], [-0.39, -0.29, 0.48], [0.23, -0.11, 0.31], [-1.76, 0.72, -1.92], [0.18, -0.66, -0.50], [0.93, 2.11, -0.53], [-0.22, -0.30, 0.85], [0.16, 0.03, -0.86], [-0.35, -1.06, 1.43], [-0.91, 0.16, -0.24], [0.10, 0.35, 0.31], [-2.61, -0.25, 1.19], [2.29, 0.12, -0.58], [0.01, 0.40, -0.59], [0.20, -0.79, -0.61], [0.42, 0.42, -0.15], [-0.51, 0.06, -0.57], [0.59, 0.57, 2.03], [1.32, 0.03, 2.98], [2.02, 0.15, -0.79], [0.61, 0.08, -0.11], [0.81, 0.50, 0.10], [0.28, 0.86, 0.94], [0.82, 0.00, 0.96], [-2.11, -0.28, -1.12], [-0.83, 0.56, 0.43], [0.82, 1.14, 0.56], [-0.38, -1.30, 1.60], [0.13, 0.91, -0.31], [0.49, 0.61, 0.02], [1.79, 0.70, -2.66], [-0.16, -0.38, 0.57], [-0.66, -0.45, -0.08], [0.38, 0.20, 0.12], [1.50, 0.20, 0.63], [-0.12, -0.25, -0.67], [-1.66, -1.19, 2.01], [-0.78, -0.31, 0.19], [0.00, 0.22, -0.68], [-1.93, 0.89, 1.13], [0.56, 0.05, -0.28], [1.19, 1.62, -1.13], [0.47, 0.79, -0.12], [0.71, 1.71, -1.06], [0.07, 0.07, 0.89], [0.60, 0.18, -0.90], [-0.98, 0.12, -0.17]], "mulliken_charge": [0.0866, -0.2618, 0.4517, 1.1924, 0.2665, -0.1374, -0.6352, -0.0795, -0.5485, 0.5461, -0.3575, -0.6803, 0.3347, -0.1162, -0.0277, -0.0941, -0.2875, 0.4625, -0.4189, 0.3665, 0.4701, -0.6268, 0.4775, -0.0205, 0.5675, 0.4653, 0.0795, 0.3090, 0.4670, 0.0643, -0.7402, 0.1101, -0.4655, -0.9581, -0.4495, 0.9365, 0.8475, -0.3423, 0.5759, 0.3592, -0.3472, 0.4721, -1.7370, -0.3973, -0.6114, 0.4613, -0.0364, 0.5210, -0.5742, 0.3158, 0.5804, 0.3586, -0.8934, -0.3060, -0.6555, 1.5508, 0.5472, 0.1995, 0.3576, -0.5171, -0.1618, -0.8205, -0.1792, -0.3642, 0.5182, 0.4148, -0.4600, 0.8059, -0.3360, -0.4339, 0.3749, 0.0615, 1.1471, 0.4639, 0.2366, -0.0847, 0.4389, -0.4345, 0.2281, -0.4023, -0.3178, -0.5569, 0.0268, 0.1337, -1.1216, 0.3173, -1.1843, 0.1929, -0.3811, -0.1054, -1.1911, 0.3814, 0.3758, 0.3219, 0.2406, 0.2820, 0.3124, 0.6591, -0.3426, -0.9177, 0.5600, 0.3287, 0.2527, -0.0201, -0.3974, -0.3239, 0.4147, -0.3704, -0.3806, 0.4531, 0.5370, -0.4174, -0.4718, 0.3722, 0.4416, 0.3659, 0.0902, -0.7945, -0.2022, -0.8507, 0.2380, 0.5918, -0.5920, 0.2611, 0.7034, 0.0038, -0.0218, -0.4364, -0.9448, 0.2644, -0.4725, 0.3991, -0.0555, 0.4919, 0.7555, 0.4610, 0.2753, -0.3049, 0.3047, -0.5807, -0.3299, 0.3082, 0.2257, 0.5212, -0.7235, 0.0524, -0.5985]}


# 2
{"formula": "C7H37O13", "method": "wB97M-V/def2-TZVPD", "e_above_lowest_ev": 3.690, "charge": -1, "species": ["O", "H", "H", "H", "C", "C", "C", "H", "H", "H", "O", "H", "H", "H", "O", "H", "O", "H", "H", "H", "H", "C", "O", "H", "H", "H", "O", "O", "O", "H", "H", "H", "O", "H", "H", "H", "H", "H", "O", "C", "H", "H", "H", "C", "H", "H", "H", "C", "O", "H", "H", "O", "H", "H", "H", "H", "O"], "positions_angstrom": [[-0.294, 1.002, 2.336], [-2.131, -2.874, 3.206], [-1.635, -3.230, -4.258], [2.476, -3.271, 0.305], [0.085, -1.277, -3.552], [-0.388, -1.269, -0.271], [2.458, -2.241, 0.458], [-0.437, -1.676, 0.763], [-1.404, -5.383, 0.426], [1.479, 5.178, 1.316], [0.921, 3.601, 2.681], [-1.874, -1.755, -2.781], [2.092, 4.239, -1.476], [2.031, -1.667, 1.244], [-3.152, 2.051, 2.676], [0.490, -1.021, -4.584], [-1.882, 2.984, -0.907], [2.092, -2.530, -1.621], [2.669, -0.905, -1.202], [2.209, 2.664, 2.651], [-1.234, -0.280, 2.865], [-1.415, -1.284, -3.626], [-1.807, -2.239, -4.633], [-3.257, 2.729, 3.382], [-2.304, 2.367, 2.281], [3.328, 3.230, -1.631], [1.313, -4.564, -2.473], [-0.540, -5.145, 0.004], [2.669, 3.764, -2.167], [-1.891, -0.374, -4.147], [0.593, -2.334, -3.571], [-1.655, 2.190, -0.597], [-1.862, -0.958, 3.122], [1.068, -4.527, -3.335], [0.940, 4.152, 3.469], [-0.281, 2.045, 2.212], [0.519, -5.084, -2.052], [-1.353, -0.716, -0.520], [2.952, 2.037, 2.845], [0.644, -1.126, -1.123], [-0.787, -4.212, -0.207], [0.143, 3.941, 1.991], [2.674, 1.189, 2.730], [2.005, -1.699, -0.903], [1.193, 0.282, -2.359], [-1.486, 5.032, 1.575], [-1.759, 3.599, -0.064], [0.366, -0.351, -2.377], [-2.777, -3.641, 3.487], [0.644, 0.836, 2.218], [-2.668, -0.515, 3.041], [-1.006, 4.252, 1.186], [0.338, 4.884, 0.437], [-3.358, -3.700, 2.696], [3.625, -2.117, 0.589], [-0.585, 0.279, -2.172], [1.204, 5.438, 0.418]], "forces_ev_per_angstrom": [[0.36, 3.34, -0.70], [-1.73, -1.59, 0.97], [-0.55, 3.72, -1.34], [-1.17, -1.99, 1.25], [1.55, -0.45, -1.89], [-1.30, 1.01, 0.49], [3.14, 1.76, -1.55], [0.58, -0.01, -0.93], [1.21, -0.32, -0.30], [0.49, 0.31, -0.50], [-0.67, 0.54, -0.71], [-0.30, 1.26, 1.36], [1.28, -0.96, -1.16], [-0.76, -0.56, 1.09], [0.92, 1.23, 0.57], [-0.57, 0.77, 1.22], [-1.46, 5.86, -0.43], [0.26, 0.42, -0.04], [0.58, 0.29, -0.40], [0.22, -0.48, 0.14], [0.51, 0.44, -0.14], [-0.69, -1.49, -3.10], [0.26, -4.39, 0.17], [-0.15, -0.82, -0.63], [-0.93, -0.35, -0.03], [-1.36, 1.11, -0.82], [-1.42, -1.91, 5.04], [-2.02, 1.06, 0.13], [0.05, -0.05, 2.15], [0.92, -0.75, 1.94], [-1.35, 1.60, 1.15], [1.38, -4.97, 1.81], [1.41, -1.80, 0.32], [-0.91, 0.29, -4.23], [-0.25, -0.06, -0.09], [-0.12, -2.85, 0.64], [2.32, 1.43, -0.70], [1.26, -0.88, 0.30], [1.55, 3.68, 0.40], [-2.05, -0.98, 1.96], [0.91, -0.58, 0.05], [-0.10, -0.05, 0.91], [-1.22, -3.57, -0.46], [0.42, 0.01, -0.73], [1.35, 1.49, -1.21], [0.82, -1.21, -0.60], [0.15, -1.19, -1.68], [-1.36, -0.31, 1.26], [1.11, 1.66, -1.81], [0.15, -0.28, -0.05], [-2.18, 1.06, -0.10], [-0.69, 0.79, 1.18], [0.82, 1.23, -0.41], [0.52, 0.04, 0.89], [-2.03, 0.39, -0.46], [1.74, -0.80, -0.50], [-0.88, -1.14, 0.32]], "mulliken_charge": [-0.5857, 0.3728, 0.2986, 0.3756, -0.0138, -1.2931, -1.3623, 0.5661, 0.3107, 0.3653, -0.7740, 0.3322, 0.3820, 0.3723, -0.6441, 0.2813, -0.6944, 0.1520, 0.3211, 0.4701, 0.4305, -0.4468, -0.5892, 0.3038, 0.3053, 0.2978, -0.5880, -0.6440, -0.6899, 0.2608, -0.1120, 0.2534, -0.5587, 0.2597, 0.2152, 0.3243, 0.3186, -0.0854, -0.6819, 1.2122, 0.3106, 0.3613, 0.2608, -0.2853, 0.6494, 0.1695, 0.4303, -0.8396, -0.6643, 0.0560, 0.2787, -1.0537, 0.5136, 0.2810, 0.3040, -0.0457, -0.7454]}


no.,LUMO level (eV),M (g/mol),total energy (eV)
1,0.51,1097.1,-106221.696
2,1.96,329.4,-34475.732